(1)
{
  "formula": "H24HeO12",
  "method": "ωB97M-V/def2-TZVPD",
  "elements": ["He", "O", "H", "H", "O", "H", "H", "O", "H", "H", "O", "H", "H", "O", "H", "H", "O", "H", "H", "O", "H", "H", "O", "H", "H", "O", "H", "H", "O", "H", "H", "O", "H", "H", "O", "H", "H"],
  "coordinates": [[0.227773, -0.235753, -0.011089], [0.847664, -2.107528, -1.809033], [0.460485, -1.313310, -2.177184], [1.429562, -1.792476, -1.117392], [0.343206, 0.788854, 2.580765], [0.569461, 1.708310, 2.720895], [0.364658, 0.400443, 3.455361], [-2.002207, 2.657129, 0.249431], [-1.327624, 2.422746, -0.387938], [-2.598852, 3.229985, -0.232318], [-1.687330, -2.185787, -0.203841], [-0.793170, -2.299647, -0.525937], [-2.076973, -1.545124, -0.798779], [-2.314218, -0.259476, -2.246555], [-1.455321, -0.030579, -2.601711], [-2.719149, -0.798238, -2.926265], [-3.598782, 0.942166, 1.668674], [-2.906964, 1.528771, 1.362865], [-3.137292, 0.262157, 2.159436], [0.353630, 2.109267, -1.293734], [0.882513, 1.661494, -0.633411], [0.896563, 2.844634, -1.577808], [2.039211, -2.440405, 2.261642], [2.256930, -2.271961, 1.344873], [2.523256, -1.774180, 2.749576], [2.913828, -1.490442, -0.135765], [3.704753, -1.518177, -0.674183], [2.892099, -0.599337, 0.213079], [2.888730, 0.856522, 1.172814], [2.440911, 0.602316, 1.979711], [2.968466, 1.808543, 1.232304], [-0.105466, 0.268207, -3.767602], [0.571684, 0.020525, -4.397174], [0.077901, 1.185905, -3.566528], [-1.892853, -0.927558, 2.274062], [-1.150599, -0.325018, 2.226585], [-1.886484, -1.382982, 1.432174]],
  "forces_ev_per_angstrom": [[-0.006, 0.084, 0.090], [-0.518, -0.372, -0.342], [-0.182, 0.256, -0.318], [0.606, 0.008, 0.311], [0.624, -0.001, -0.150], [-0.319, 0.430, 0.043], [-0.152, -0.292, 0.410], [0.152, 0.461, 0.237], [0.342, -0.202, -0.289], [-0.318, 0.060, -0.013], [-0.283, -0.367, 0.674], [0.428, -0.226, -0.289], [-0.250, 0.482, -0.453], [-0.440, 0.020, 0.556], [0.225, -0.015, -0.289], [-0.139, -0.112, -0.209], [-1.087, 0.634, 0.086], [0.116, 0.155, -0.295], [0.197, -0.559, 0.101], [-0.085, 0.001, -0.345], [0.152, -0.363, 0.290], [0.080, 0.342, -0.053], [-0.389, -0.109, 0.634], [0.228, -0.109, -0.408], [0.181, -0.018, 0.165], [0.039, -0.345, -0.390], [0.206, -0.271, -0.174], [0.053, 0.737, 0.261], [0.277, 0.255, -0.240], [-0.576, -0.217, 0.288], [0.201, 0.235, -0.086], [0.179, -0.034, -0.102], [0.126, -0.285, -0.214], [0.013, 0.348, 0.267], [0.176, -0.141, 1.170], [0.136, 0.141, -0.127], [0.007, -0.614, -0.799]]
}


(2)
{
  "formula": "H24Mg3O32S5",
  "method": "ωB97M-V/def2-TZVPD",
  "charge": -4,
  "elements": ["Mg", "Mg", "Mg", "S", "O", "O", "O", "O", "S", "O", "O", "O", "O", "S", "O", "O", "O", "O", "S", "O", "O", "O", "O", "S", "O", "O", "O", "O", "O", "H", "H", "O", "H", "H", "O", "H", "H", "O", "H", "H", "O", "H", "H", "O", "H", "H", "O", "H", "H", "O", "H", "H", "O", "H", "H", "O", "H", "H", "O", "H", "H", "O", "H", "H"],
  "coordinates": [[0.115279, -1.123614, -2.368157], [3.401149, 0.179272, 0.542790], [-1.097480, -1.562235, 2.198684], [-2.924453, -2.485998, -2.657179], [-1.693343, -1.704098, -2.377807], [-3.722776, -1.911498, -3.736136], [-2.565759, -3.874950, -3.002407], [-3.773846, -2.469546, -1.468812], [-2.266946, -0.407706, 4.952957], [-2.612344, -1.803983, 5.266789], [-2.021244, -0.369157, 3.480864], [-3.390794, 0.469599, 5.276530], [-1.024198, 0.029482, 5.634101], [0.210244, 0.791844, 0.224394], [1.647821, 0.761519, 0.520854], [-0.492794, -0.091229, 1.184388], [-0.370580, 2.144542, 0.328164], [0.066949, 0.294680, -1.155777], [-0.450215, 0.072264, -5.271992], [-0.018751, 1.446959, -5.663801], [-1.898920, -0.103073, -5.460862], [0.264812, -0.954541, -6.048754], [-0.068784, -0.029119, -3.823032], [0.361655, -3.477011, 0.026577], [1.677544, -4.036495, 0.366327], [-0.167105, -2.930919, 1.286386], [0.434421, -2.351431, -0.939561], [-0.512340, -4.496825, -0.556973], [-2.873342, -1.830334, 1.185167], [-3.150552, -1.969968, 0.237116], [-3.666939, -1.995834, 1.700918], [0.829227, 1.879342, 3.411564], [0.493933, 1.571028, 2.554685], [1.171807, 2.759377, 3.223447], [2.970900, -0.838720, -1.132439], [2.700716, -0.306699, -1.928512], [2.727237, -1.749164, -1.346281], [0.551684, -1.400392, 3.389148], [1.124792, -0.757095, 3.820318], [0.844472, -2.264042, 3.709613], [-2.990721, 0.670861, -1.178860], [-2.579936, 0.980782, -0.365374], [-2.594325, -0.207531, -1.350391], [3.932185, 1.142397, 2.287159], [3.496891, 1.174186, 3.155097], [4.882128, 1.119270, 2.479648], [2.738463, -1.438209, 1.587261], [3.099145, -2.324282, 1.707483], [1.765828, -1.546284, 1.693094], [2.263688, 0.671174, -3.205781], [2.598716, 1.572437, -3.240068], [1.369176, 0.708547, -3.649115], [4.084772, 1.726665, -0.483520], [3.439118, 2.456023, -0.498581], [4.917783, 2.117711, -0.771395], [-0.567796, 4.835447, -0.515574], [-1.493724, 4.963885, -0.735246], [-0.463482, 3.863954, -0.512303], [-2.281765, 2.786315, 2.125087], [-1.460771, 2.730951, 1.600950], [-2.351319, 1.929583, 2.585804], [-0.935244, 2.707363, -2.828370], [-0.814275, 2.258684, -1.984776], [-0.885676, 1.995835, -3.485532]],
  "forces_ev_per_angstrom": [[-2.211, -1.550, 0.237], [-1.705, -1.367, -0.094], [-1.974, 0.608, 0.155], [-1.439, -1.892, -1.958], [0.110, 0.552, 0.250], [0.254, 0.456, -0.432], [0.406, 0.138, 0.062], [-0.280, 0.283, 2.565], [-0.066, -0.033, 1.100], [0.225, -0.882, 0.382], [0.208, 0.188, -1.408], [-0.234, 0.518, 0.068], [0.075, -0.198, 0.129], [-3.444, -1.115, -1.563], [1.042, 1.507, 1.154], [1.500, 1.807, -1.151], [1.498, -0.548, -0.086], [0.332, 1.739, 1.605], [-2.371, 0.377, -4.134], [0.323, -0.257, 0.414], [1.291, 0.479, 0.714], [0.858, -0.067, 0.503], [1.037, 0.434, 0.552], [-1.535, -3.058, -2.238], [1.475, 0.483, -0.053], [-0.174, 0.390, 1.531], [2.071, 0.296, 0.302], [0.799, 0.679, 1.082], [-0.330, -0.245, -0.265], [0.258, -0.272, -0.215], [0.038, 0.234, 0.085], [0.865, -0.121, -0.014], [-0.302, 0.013, 0.311], [-0.299, 0.041, -0.102], [1.035, -0.225, -0.801], [0.001, 0.479, -0.100], [-0.270, -0.233, 0.667], [1.352, -0.781, 0.319], [-0.793, 0.441, 0.246], [-0.174, 0.061, 0.000], [0.086, -0.060, 0.196], [-0.091, -0.057, 0.067], [-0.205, 0.340, -0.231], [1.083, 0.118, 0.428], [-0.588, -0.132, -0.389], [-0.249, 0.147, 0.090], [0.663, -0.148, 0.604], [-0.405, -0.265, -0.412], [-0.001, 0.010, -0.239], [1.038, 0.395, 0.132], [-0.135, -0.076, 0.002], [-0.549, -0.443, -0.033], [0.561, 1.118, -0.370], [-0.235, -0.421, 0.038], [-0.085, -0.233, -0.030], [0.218, 0.028, 0.147], [-0.023, -0.175, -0.105], [-0.074, 0.319, 0.051], [0.119, 0.025, 0.262], [-0.625, -0.227, 0.208], [0.076, 0.192, -0.111], [0.363, 0.443, 0.002], [-0.299, -0.318, -0.142], [-0.094, 0.059, 0.011]]
}


(3)
{
  "formula": "H24NO10",
  "method": "ωB97M-V/def2-TZVPD",
  "charge": 1,
  "elements": ["N", "H", "H", "H", "H", "O", "H", "H", "O", "H", "H", "O", "H", "H", "O", "H", "H", "O", "H", "H", "O", "H", "H", "O", "H", "H", "O", "H", "H", "O", "H", "H", "O", "H", "H"],
  "coordinates": [[-0.300086, -0.250171, 0.103686], [0.114914, -1.154171, 0.344686], [-1.187086, -0.419171, -0.214314], [0.318914, 0.059829, -0.758314], [-0.243086, 0.285829, 0.885686], [-2.903086, -0.120171, 1.969686], [-2.614086, 0.713829, 2.209686], [-3.673086, 0.094829, 1.454686], [1.526914, 1.842829, 2.744686], [0.939914, 2.291829, 2.207686], [2.048914, 2.489829, 3.007686], [0.501914, 2.215829, -2.231314], [0.813914, 2.785829, -2.944314], [0.282914, 2.620829, -1.232314], [2.697914, -0.566171, 0.330686], [3.406914, -0.013171, -0.020314], [2.929914, -1.381171, 0.744686], [0.030914, 3.087829, 0.185686], [-0.778086, 3.149829, -0.372314], [0.406914, 4.004829, -0.038314], [-0.670086, -3.455171, 0.557686], [-0.411086, -3.163171, 1.411686], [-0.077086, -4.075171, 0.199686], [0.276914, -2.957171, 3.017686], [-0.236086, -2.772171, 3.848686], [0.755914, -2.235171, 3.054686], [1.786914, -1.767171, -2.376314], [2.120914, -0.950171, -2.104314], [2.249914, -1.947171, -3.153314], [-0.971086, -1.500171, -2.640314], [-0.931086, -0.897171, -3.430314], [-0.091086, -1.860171, -2.565314], [-2.417086, 1.809829, -1.102314], [-2.647086, 2.806829, -1.437314], [-3.061086, 1.223829, -1.658314]],
  "forces_ev_per_angstrom": [[4.651, -1.868, -4.075], [-0.245, -0.385, -0.072], [-3.150, -0.395, -0.948], [-1.605, -0.097, 2.179], [0.168, 2.519, 2.559], [-0.241, -2.322, -0.766], [1.074, 2.658, 1.133], [-0.723, -0.258, -0.413], [-2.122, -5.619, -0.494], [-2.211, 1.206, -1.926], [4.245, 4.431, 2.361], [-0.780, -0.013, 2.567], [-0.119, 0.360, 0.751], [1.887, -1.142, -4.110], [-1.545, 1.361, -0.779], [0.295, -0.788, 0.596], [1.166, -0.537, 0.120], [-0.231, 2.527, -1.186], [-0.283, -0.338, 1.178], [-0.297, -1.701, 0.967], [-1.899, 1.535, -1.463], [0.621, -0.310, 1.542], [1.233, -1.183, -0.308], [-4.438, -4.414, 1.720], [0.071, -1.047, -1.056], [4.560, 5.709, -0.300], [-1.708, -1.404, 1.176], [0.819, 2.034, 0.944], [1.122, -0.757, -2.119], [-0.898, 1.421, -0.940], [-0.016, -0.953, 1.188], [0.744, -0.243, -0.074], [-2.445, 2.165, -2.327], [0.550, -3.824, 1.008], [1.750, 1.674, 1.366]]
}


What are the energy relative to the best compared isomer or geometry (same formula, charge and spin) values for these records? In order: 24.20; 0.00; 88.61 kcal per mole.
What are the E_tot values for these records? In order: -25039.11391; -136429.46303; -22346.95397 eV.
What are the gap between HOMO and LUMO values for these records? In order: 0.304; 0.046; 0.396 Eh.